1.
{"formula": "C4H8O", "method": "ωB97M-V/def2-TZVPD", "elements": ["C", "C", "C", "C", "H", "H", "H", "H", "H", "H", "H", "H", "O"], "positions_angstrom": [[-2.043, -0.612, 0.013], [0.050, 0.670, -0.064], [0.880, -0.372, -0.158], [2.419, -0.160, 0.031], [-1.888, -1.083, 1.018], [-1.604, -1.081, -0.826], [-3.133, -0.379, -0.195], [0.505, 1.630, 0.011], [0.627, -1.511, -0.050], [2.584, -0.060, 1.185], [2.911, -1.065, -0.124], [2.903, 0.841, -0.484], [-1.343, 0.694, 0.067]], "forces_ev_per_angstrom": [[-0.09, 2.46, 1.19], [-1.40, -1.70, 0.32], [0.98, -1.72, 0.83], [-0.97, 3.46, 1.78], [-0.23, -0.08, -1.14], [0.23, -1.30, -0.62], [1.40, -0.26, 0.44], [-0.22, 0.88, -0.10], [-0.05, 2.48, -0.46], [-0.25, 0.28, -1.88], [1.17, -1.21, -1.18], [-1.24, -2.86, 1.12], [0.67, -0.44, -0.29]], "lowdin_charge": [-0.054, -0.190, -0.171, -0.135, 0.103, 0.056, 0.104, 0.108, 0.128, 0.090, 0.010, 0.125, -0.174], "gap_ev": 9.6756, "e_above_lowest_ev": 2.2045, "max_force_ha_per_bohr": 0.078, "e_tot_ev": -6322.96338}

2.
{"formula": "C4H8O", "method": "ωB97M-V/def2-TZVPD", "elements": ["C", "C", "C", "C", "H", "H", "H", "H", "H", "H", "H", "H", "O"], "positions_angstrom": [[-1.382, -0.315, -0.931], [-1.032, -0.003, 0.540], [1.388, 1.134, 0.464], [2.018, -0.038, 0.071], [-2.262, -1.179, -0.804], [-0.419, -0.778, -1.149], [-1.918, 0.357, -1.599], [-0.691, -1.132, 0.741], [-1.864, 0.198, 1.089], [1.620, 2.152, 0.697], [1.364, -1.046, -0.063], [3.133, -0.353, 0.319], [0.046, 1.004, 0.625]], "forces_ev_per_angstrom": [[-2.33, -2.55, 1.60], [4.31, -3.07, -3.19], [-0.99, -5.54, -0.98], [1.12, -1.17, 1.67], [2.47, 1.69, -0.40], [-0.60, 0.12, -1.81], [0.97, 0.60, 0.07], [-0.18, 2.63, 0.88], [-1.68, 1.48, 2.12], [0.92, 0.13, -0.02], [1.44, 2.81, 0.35], [-2.30, 1.37, -1.08], [-3.14, 1.50, 0.81]], "lowdin_charge": [-0.100, -0.216, -0.201, -0.024, 0.133, 0.042, 0.061, 0.140, 0.068, 0.106, 0.076, 0.073, -0.158], "gap_ev": 9.5322, "e_above_lowest_ev": 3.8864, "max_force_ha_per_bohr": 0.120, "e_tot_ev": -6321.28150}

3.
{"formula": "C4H8O", "method": "ωB97M-V/def2-TZVPD", "elements": ["C", "C", "C", "C", "O", "H", "H", "H", "H", "H", "H", "H", "H"], "positions_angstrom": [[-0.116, -0.950, 1.362], [-0.080, 0.459, 0.771], [0.577, 0.546, -0.586], [-0.175, 0.197, -1.792], [0.077, 1.553, -1.456], [-0.640, -0.934, 2.323], [-0.647, -1.647, 0.703], [0.887, -1.355, 1.538], [0.428, 1.140, 1.464], [-1.103, 0.834, 0.654], [1.665, 0.450, -0.616], [0.339, -0.171, -2.680], [-1.212, -0.122, -1.684]], "forces_ev_per_angstrom": [[0.02, -0.06, 0.02], [-0.04, 0.09, -0.01], [0.05, -0.17, 0.24], [-0.08, -0.27, -0.12], [0.01, 0.25, -0.07], [0.10, -0.06, -0.13], [0.09, 0.13, 0.08], [-0.12, 0.09, -0.05], [-0.06, -0.06, -0.10], [0.11, -0.03, 0.01], [-0.17, -0.05, 0.02], [-0.06, 0.07, 0.14], [0.15, 0.07, -0.03]], "lowdin_charge": [-0.104, -0.215, -0.324, -0.127, -0.047, 0.071, 0.073, 0.073, 0.113, 0.118, 0.145, 0.110, 0.115], "gap_ev": 11.3752, "e_above_lowest_ev": 1.2037, "max_force_ha_per_bohr": 0.006, "e_tot_ev": -6323.96414}

4.
{"formula": "C4H8O", "method": "ωB97M-V/def2-TZVPD", "elements": ["C", "C", "C", "C", "O", "H", "H", "H", "H", "H", "H", "H", "H"], "positions_angstrom": [[-1.789, 0.142, 0.212], [-0.511, -0.079, -0.591], [0.720, -0.002, 0.282], [2.108, 0.140, -0.522], [2.125, -1.084, -0.580], [-1.802, 1.135, 0.673], [-1.903, -0.602, 1.011], [-2.664, 0.064, -0.439], [-0.549, -1.059, -1.091], [-0.404, 0.671, -1.379], [0.905, 0.882, 0.858], [0.716, -0.843, 1.025], [3.048, 0.616, -0.079]], "forces_ev_per_angstrom": [[-0.17, 0.03, -0.03], [0.03, 0.36, 0.08], [-0.51, 2.45, 0.45], [-1.81, -3.66, 3.68], [3.87, -1.67, -3.17], [0.02, -0.16, -0.07], [0.08, 0.11, -0.15], [0.02, 0.00, 0.10], [0.19, 0.28, 0.18], [-0.25, 0.01, -0.03], [-1.34, 1.13, 1.00], [0.52, 0.65, -0.89], [-0.65, 0.47, -1.16]], "lowdin_charge": [-0.117, -0.272, -0.225, -0.150, -0.011, 0.073, 0.075, 0.068, 0.118, 0.109, 0.087, 0.126, 0.119], "gap_ev": 8.7209, "e_above_lowest_ev": 3.5158, "max_force_ha_per_bohr": 0.107, "e_tot_ev": -6321.65207}

5.
{"formula": "C4H8O", "method": "ωB97M-V/def2-TZVPD", "elements": ["C", "C", "C", "C", "O", "H", "H", "H", "H", "H", "H", "H", "H"], "positions_angstrom": [[-0.460, -1.164, 0.821], [-0.605, -0.285, -0.467], [-0.246, 1.194, -0.223], [1.150, 0.617, -0.471], [0.574, -0.415, -1.290], [-0.358, -2.214, 0.532], [0.402, -0.976, 1.488], [-1.330, -1.036, 1.467], [-1.512, -0.528, -1.042], [-0.526, 1.858, -1.048], [-0.517, 1.644, 0.737], [1.479, 0.127, 0.448], [1.951, 1.179, -0.950]], "forces_ev_per_angstrom": [[-0.29, -0.03, -0.18], [-0.26, -0.30, 0.43], [0.00, 0.04, 0.11], [0.40, 0.25, 0.14], [0.17, -0.28, 0.08], [-0.28, 0.09, -0.04], [-0.34, 0.29, -0.64], [-0.18, -0.16, -0.17], [0.24, 0.00, 0.37], [-0.14, -0.31, 0.15], [0.22, -0.10, -0.07], [0.64, 0.49, -0.13], [-0.16, 0.02, -0.05]], "lowdin_charge": [-0.049, -0.351, -0.091, -0.201, -0.104, 0.079, 0.075, 0.075, 0.141, 0.110, 0.108, 0.089, 0.118], "gap_ev": 10.7596, "e_above_lowest_ev": 1.5389, "max_force_ha_per_bohr": 0.016, "e_tot_ev": -6323.62902}

6.
{"formula": "C4H8O", "method": "ωB97M-V/def2-TZVPD", "elements": ["C", "C", "O", "C", "C", "H", "H", "H", "H", "H", "H", "H", "H"], "positions_angstrom": [[1.086, 1.026, -1.367], [-0.009, 0.291, 0.733], [0.507, -0.208, -0.902], [-1.456, -0.152, 0.744], [-0.413, -1.019, 1.374], [0.268, 1.745, -1.380], [1.494, 0.868, -2.366], [1.834, 1.376, -0.653], [1.219, -0.842, -0.727], [-2.115, 0.470, 1.345], [-1.921, -0.546, -0.157], [-0.268, -1.026, 2.452], [-0.228, -1.983, 0.903]], "forces_ev_per_angstrom": [[0.08, 0.19, -0.24], [-0.19, -0.22, 0.11], [0.16, -0.05, 0.22], [-0.16, 0.10, 0.01], [0.06, -0.13, 0.17], [0.14, -0.09, -0.09], [-0.01, 0.04, 0.05], [-0.08, -0.08, -0.18], [-0.11, 0.16, 0.01], [0.07, -0.14, -0.05], [0.14, 0.11, 0.12], [-0.07, -0.08, -0.15], [-0.02, 0.17, 0.02]], "lowdin_charge": [-0.092, -0.083, -0.145, -0.211, -0.221, 0.094, 0.088, 0.085, 0.134, 0.085, 0.093, 0.085, 0.089], "gap_ev": 8.4572, "e_above_lowest_ev": 4.9902, "max_force_ha_per_bohr": 0.006, "e_tot_ev": -6320.17765}

7.
{"formula": "C4H8O", "method": "ωB97M-V/def2-TZVPD", "elements": ["C", "C", "C", "C", "O", "H", "H", "H", "H", "H", "H", "H", "H"], "positions_angstrom": [[1.026, 1.062, 0.888], [0.872, 0.276, -0.384], [0.817, -1.053, -0.452], [-2.072, -0.428, -0.361], [-2.496, -0.816, -1.419], [2.059, 1.413, 1.007], [0.776, 0.454, 1.764], [0.384, 1.951, 0.888], [-1.862, 0.643, -0.157], [0.793, 0.852, -1.307], [0.683, -1.571, -1.398], [0.889, -1.672, 0.442], [-1.869, -1.110, 0.489]], "forces_ev_per_angstrom": [[0.01, -0.01, 0.06], [0.01, -0.22, -0.02], [0.04, 0.19, 0.02], [-0.13, -0.07, -0.24], [0.12, 0.18, 0.46], [-0.15, -0.01, -0.03], [0.08, 0.09, -0.15], [0.10, -0.17, 0.00], [-0.09, -0.12, -0.10], [0.05, -0.09, 0.12], [0.06, 0.11, 0.14], [-0.01, 0.12, -0.11], [-0.08, 0.01, -0.14]], "lowdin_charge": [-0.117, -0.268, -0.038, -0.181, -0.011, 0.074, 0.074, 0.069, 0.079, 0.102, 0.065, 0.067, 0.084], "gap_ev": 10.8579, "e_above_lowest_ev": 1.6339, "max_force_ha_per_bohr": 0.010, "e_tot_ev": -6323.53396}

8.
{"formula": "C4H8O", "method": "ωB97M-V/def2-TZVPD", "elements": ["C", "C", "C", "C", "O", "H", "H", "H", "H", "H", "H", "H", "H"], "positions_angstrom": [[-1.365, -0.654, -0.109], [0.139, 1.390, 0.117], [1.037, -0.943, 0.257], [-0.023, -0.046, -0.234], [-2.396, -0.046, 0.007], [-1.362, -1.705, -0.169], [0.343, 1.510, 1.154], [-0.896, 1.879, 0.026], [0.796, 2.018, -0.551], [1.976, -0.387, 0.463], [1.170, -1.916, -0.263], [0.563, -0.897, 1.348], [0.019, -0.203, -2.044]], "forces_ev_per_angstrom": [[-0.30, 1.68, -0.62], [-2.34, 1.97, -1.78], [-0.08, 0.74, 2.79], [0.58, 0.10, -4.72], [-0.24, 0.22, 0.23], [0.00, -1.94, -0.03], [0.75, 0.04, 0.95], [1.32, -0.63, -0.04], [-0.33, -1.07, 0.93], [-0.31, -0.58, -0.75], [-0.25, 0.63, 0.90], [1.44, -1.53, -1.38], [-0.24, 0.38, 3.53]], "lowdin_charge": [-0.321, -0.102, -0.112, -0.451, 0.055, 0.103, 0.070, 0.102, 0.102, 0.088, 0.094, 0.141, 0.230], "gap_ev": 9.4752, "e_above_lowest_ev": 3.5746, "max_force_ha_per_bohr": 0.093, "e_tot_ev": -6321.59330}

9.
{"formula": "C4H8O", "method": "ωB97M-V/def2-TZVPD", "elements": ["C", "C", "C", "C", "H", "H", "H", "H", "H", "H", "H", "H", "O"], "positions_angstrom": [[-0.001, -0.146, 1.090], [-0.340, 0.367, -0.324], [-1.250, -0.282, -1.239], [0.355, -0.325, -1.392], [1.141, 1.232, 1.917], [-0.974, 0.209, 1.697], [0.061, -1.255, 0.863], [-0.513, 1.441, -0.220], [-1.980, -1.081, -0.827], [-1.932, 0.136, -2.110], [1.080, 0.256, -2.124], [0.728, -1.277, -0.835], [1.226, 0.331, 1.604]], "forces_ev_per_angstrom": [[-3.05, 0.04, -0.58], [0.20, 3.26, 2.41], [-2.43, -1.92, -2.22], [0.80, -1.31, -0.15], [-0.23, 0.18, -0.04], [2.27, -1.30, -0.51], [-0.05, 1.00, 1.51], [0.75, 0.18, -0.67], [2.13, 0.36, -0.65], [2.02, 0.27, 2.05], [-2.11, -1.65, 1.19], [0.06, 1.56, -2.03], [-0.37, -0.69, -0.32]], "lowdin_charge": [-0.257, -0.463, -0.131, -0.095, 0.084, 0.157, 0.124, 0.137, 0.114, 0.124, 0.141, 0.114, -0.049], "gap_ev": 10.8937, "e_above_lowest_ev": 3.0730, "max_force_ha_per_bohr": 0.079, "e_tot_ev": -6322.09487}